Entry 1:
Formula: C35H46BNO3S
Source: the OMol25 dataset
Level of theory: wB97M-V/def2-TZVPD

```
87
Properties=species:S:1:pos:R:3:lowdin_charge:R:1
C 5.220 -2.423 0.077 0.020
C 5.420 -1.235 -0.491 -0.118
C 4.266 -0.627 -1.255 -0.144
C 3.872 -1.130 -2.497 -0.166
C 4.621 -2.282 -3.140 -0.123
C 3.767 -3.159 -4.097 -0.383
C 3.618 -2.502 -5.512 -0.079
C 2.400 -3.576 -3.494 -0.069
C 2.786 -0.517 -3.092 -0.053
C 2.149 0.540 -2.516 -0.425
C 2.543 1.072 -1.304 -0.221
C 3.615 0.458 -0.667 -0.005
B 4.140 0.960 0.747 -0.468
C 4.045 0.051 2.040 0.012
O 4.668 2.218 0.932 0.147
N 1.841 2.190 -0.803 0.115
C 0.432 2.031 -0.726 -0.221
C -0.258 1.640 -1.855 -0.435
C -1.612 1.479 -1.859 -0.058
C -2.358 1.705 -0.721 -0.154
C -3.865 1.457 -0.860 -0.117
C -4.795 2.634 -0.420 -0.174
C -5.867 2.137 0.574 -0.200
C -6.789 1.039 -0.040 -0.140
C -6.510 -0.373 0.544 -0.219
O -6.048 -1.195 -0.529 -0.203
C -5.189 -2.243 -0.122 -0.116
C -1.699 2.104 0.445 -0.111
C -2.486 2.325 1.734 -0.086
C -2.956 0.954 2.249 -0.217
O -3.559 1.142 3.547 -0.066
C -0.312 2.279 0.418 -0.120
C 0.390 2.743 1.690 -0.068
C 0.681 1.544 2.601 -0.206
C 1.042 1.781 3.924 -0.042
C 1.277 0.695 4.725 -0.088
C 1.152 -0.608 4.293 -0.055
C 0.806 -0.835 2.976 -0.285
C 0.648 -2.255 2.460 -0.035
C 0.581 0.253 2.146 -0.027
S 0.751 1.333 -3.300 1.035
H 5.791 -2.788 0.928 0.071
H 4.399 -3.034 -0.299 0.076
H 6.363 -0.696 -0.407 0.122
H 5.038 -2.967 -2.401 0.094
H 5.495 -1.902 -3.693 0.127
H 4.357 -4.068 -4.258 0.117
H 4.048 -3.167 -6.270 0.071
H 4.114 -1.529 -5.564 0.074
H 2.558 -2.418 -5.777 0.065
H 2.251 -3.212 -2.470 0.073
H 2.360 -4.670 -3.436 0.072
H 1.551 -3.205 -4.076 0.070
H 2.437 -0.863 -4.061 0.101
H 3.333 0.512 2.741 0.054
H 5.011 -0.019 2.554 0.079
H 3.640 -0.941 1.825 0.057
H 4.976 2.579 0.089 0.112
H 2.248 2.585 0.032 0.102
H -2.103 1.148 -2.771 0.115
H -4.069 1.276 -1.921 0.111
H -4.088 0.509 -0.360 0.094
H -4.254 3.511 -0.063 0.101
H -5.359 2.957 -1.306 0.110
H -5.465 1.828 1.544 0.087
H -6.512 3.005 0.784 0.107
H -6.588 1.008 -1.114 0.113
H -7.832 1.267 0.193 0.105
H -5.782 -0.315 1.366 0.092
H -7.437 -0.833 0.920 0.121
H -5.659 -3.236 -0.206 0.084
H -4.814 -2.140 0.904 0.081
H -4.334 -2.258 -0.813 0.087
H -1.858 2.709 2.541 0.103
H -3.310 3.029 1.619 0.108
H -2.088 0.295 2.374 0.115
H -3.692 0.488 1.591 0.081
H -4.353 0.598 3.562 0.071
H -0.215 3.487 2.214 0.114
H 1.329 3.264 1.459 0.118
H 1.118 2.806 4.274 0.121
H 1.568 0.866 5.763 0.109
H 1.310 -1.476 4.928 0.115
H -0.417 -2.509 2.552 0.083
H 0.989 -2.381 1.431 0.077
H 1.194 -2.915 3.142 0.075
H 0.322 0.012 1.116 0.135
```

Results
Calculated total energy (eV): -56186.1574
Charge: 0
Molar mass (g mol⁻¹): 571.6
Structure (SMILES): C=Cc1c(CC(C)C)cc2c(c1B(C)O)Nc1c(cc(CCCCCOC)c(CCO)c1Cc1cccc(C)c1)S2
Frontier orbital gap (eV): 8.1



Entry 2:
Formula: C2H5N3OS
Source: the OMol25 dataset
Level of theory: wB97M-V/def2-TZVPD

```
12
Properties=species:S:1:pos:R:3:nbo_charge:R:1
H -3.201 0.988 -0.511 0.364
N -2.219 1.082 -0.257 -0.787
C -1.707 -0.047 -0.018 0.686
N -2.257 -1.309 0.056 -0.829
O -0.408 -0.206 0.372 -0.319
N 0.289 0.952 0.268 -0.293
C 1.591 0.821 -0.055 -0.092
S 2.480 -0.575 -0.119 -0.151
H -1.747 -2.082 -0.406 0.409
H -3.234 -1.354 -0.139 0.382
H -0.275 1.791 0.042 0.432
H 2.047 1.795 -0.083 0.198
```

Results
Calculated total energy (eV): -19506.2707
Charge: 0
Molar mass (g mol⁻¹): 119.1
Structure (SMILES): [H]/N=C(\N)ONC=S
Frontier orbital gap (eV): 8.9



Entry 3:
Formula: C6H33NO12
Source: the OMol25 dataset
Level of theory: wB97M-V/def2-TZVPD

```
52
Properties=species:S:1:pos:R:3:nbo_charge:R:1
C -2.411 2.089 -2.131 -0.407
C -1.851 1.049 -1.542 -0.162
C -0.357 0.869 -1.417 -0.461
C 0.065 0.784 0.085 -0.233
N 0.266 -0.596 0.492 -0.611
C 1.419 -1.126 0.939 0.709
C 2.545 -0.239 1.357 -0.736
O 1.519 -2.363 1.005 -0.726
H -3.485 2.195 -2.248 0.199
H -1.873 2.918 -2.569 0.187
H -2.413 0.243 -1.089 0.199
H -0.060 -0.027 -1.955 0.228
H 0.178 1.680 -1.908 0.213
H 0.982 1.354 0.217 0.221
H -0.697 1.271 0.692 0.204
H -0.484 -1.220 0.240 0.417
H 2.236 0.525 2.073 0.263
H 3.309 -0.844 1.843 0.244
H 2.964 0.287 0.499 0.237
O 0.956 -2.217 -1.996 -0.999
H 0.033 -2.204 -1.619 0.513
H 1.473 -2.787 -1.399 0.499
O 0.113 3.297 2.652 -0.995
H 0.333 3.597 1.728 0.517
H -0.659 3.828 2.863 0.480
O 2.474 2.624 -1.364 -1.002
H 3.416 2.820 -1.284 0.484
H 2.441 1.663 -1.625 0.520
O -1.624 -1.941 -3.678 -0.969
H -1.851 -2.069 -2.737 0.490
H -0.711 -2.237 -3.744 0.468
O -3.124 -1.321 1.048 -1.008
H -2.550 -1.175 1.852 0.523
H -3.900 -0.755 1.145 0.484
O -0.542 -4.212 0.853 -1.011
H -0.232 -5.128 1.015 0.483
H 0.246 -3.607 0.900 0.513
O -1.684 -2.507 -0.946 -1.039
H -2.352 -2.052 -0.385 0.523
H -1.516 -3.369 -0.510 0.526
O 0.594 0.843 3.547 -0.998
H 0.412 1.748 3.194 0.515
H 0.649 0.998 4.519 0.481
O 2.518 0.003 -2.273 -1.000
H 2.637 -0.051 -3.221 0.484
H 1.868 -0.715 -2.060 0.516
O 0.597 4.024 0.088 -0.980
H -0.171 3.890 -0.446 0.478
H 1.307 3.494 -0.358 0.517
O -1.399 -1.069 3.219 -0.996
H -0.903 -1.902 3.151 0.483
H -0.703 -0.360 3.287 0.516
```

Results
Calculated total energy (eV): -32820.2017
Charge: 0
Molar mass (g mol⁻¹): 311.3
Structure (SMILES): C=CCCNC(C)=O.O.O.O.O.O.O.O.O.O.O.O
Frontier orbital gap (eV): 10.0



Entry 4:
Formula: C4H8NO3
Source: the OMol25 dataset
Level of theory: wB97M-V/def2-TZVPD

```
16
Properties=species:S:1:pos:R:3:nbo_charge:R:1
C 1.602 0.513 -0.785 -0.715
C 0.530 1.281 -1.540 0.662
O 0.853 2.257 -2.221 -0.700
N -0.690 0.778 -1.431 -0.851
H -1.488 1.105 -1.979 0.370
H -0.917 -0.187 -0.963 0.453
H 2.549 0.696 -1.293 0.212
H 1.563 -0.573 -0.886 0.233
H 1.630 0.845 0.241 0.222
C -0.798 -0.403 1.935 -0.751
C -0.792 -1.620 0.985 0.786
O -1.142 -1.429 -0.225 -0.802
O -0.469 -2.692 1.504 -0.741
H -1.395 -0.753 2.773 0.210
H -1.254 0.512 1.566 0.202
H 0.218 -0.328 2.319 0.211
```

Results
Calculated total energy (eV): -11912.9142
Charge: -1
Molar mass (g mol⁻¹): 118.1
Frontier orbital gap (eV): 8.9